The following is a quantum chemistry calculation of a molecular structure, C21H16Co2O9 in a non-equilibrium geometry, from OMol25.

Computed properties:
Multiplicity ... 1
Charge ... -2
DFT total energy ... -4252.48462 Ha
Highest occupied orbital energy ... -0.847 eV
Energy relative to the best compared isomer or geometry (same formula, charge and spin) ... 0.00 kcal per mole

Structure (XYZ):
```
48
C21H16Co2O9 | OMol25 | ωB97M-V with the def2-TZVPD basis set
C 2.35488 0.81763 2.93248
C 2.07535 -0.18026 1.84130
O 0.64872 -0.34758 1.76539
C 0.25642 -1.07334 0.65975
C -1.18155 -0.97865 0.55023
C -1.89968 -1.31218 -0.62912
C -3.40840 -1.27437 -0.46538
O -1.35545 -1.63574 -1.69184
O 1.07133 -1.68237 -0.01636
H 3.42989 0.85506 3.12252
H 2.02504 1.81455 2.62023
H 1.83027 0.54557 3.85286
H 2.46693 0.18567 0.88032
H 2.54089 -1.15102 2.06454
H -1.69906 -0.49001 1.36971
H -3.72327 -0.41867 0.14531
H -3.89565 -1.22624 -1.44337
H -3.75113 -2.19054 0.03898
O 1.64825 -3.38819 3.94317
C 0.49969 -3.37477 3.79745
Co -1.20888 -3.27977 3.62200
C -1.08968 -1.55755 3.92327
O -0.96591 -0.45710 4.25688
C -1.35800 -3.66678 1.92253
O -1.41395 -4.01569 0.81453
C -1.82263 -4.85032 4.74156
C -1.22014 -6.16471 4.50828
C -0.75301 -6.57474 3.23950
C -0.01534 -7.74625 3.08727
C 0.25434 -8.55160 4.20302
C -0.34193 -8.24610 5.43517
C -1.09002 -7.07552 5.58256
C -2.28077 -4.37777 6.00588
C -1.96279 -4.39587 7.30470
Co -3.35326 -3.92351 4.70231
C -3.97577 -3.92642 3.04302
O -4.49452 -3.95666 2.00783
C -4.86796 -4.58731 5.36878
O -5.83945 -5.08166 5.75630
C -3.49874 -2.19145 5.05640
O -3.78276 -1.08780 5.25624
H -0.94930 -5.94378 2.37693
H 0.33618 -8.01843 2.09008
H 0.90124 -9.42491 4.11227
H -0.24921 -8.91137 6.29748
H -1.56463 -6.83717 6.53627
H -2.56189 -3.79176 7.99224
H -1.08524 -4.92777 7.68431
```

Results of the natural (NBO) charge analysis, in e, for atoms 1 through 4: atom 1 (C): -0.619, atom 2 (C): -0.067, atom 3 (O): -0.560, atom 4 (C): 0.750

---

The following is a quantum chemistry calculation of a molecular structure, C21H16FMnN2O7 in a non-equilibrium geometry, from OMol25.

Computed properties:
Multiplicity ... 5
Charge ... +2
DFT total energy ... -2696.51168 Ha
Highest occupied orbital energy (alpha / beta) ... -14.074 / -14.082 eV
Energy relative to the best compared isomer or geometry (same formula, charge and spin) ... 2.13 kcal per mole

Structure (XYZ):
```
48
C21H16FMnN2O7 | OMol25 | ωB97M-V with the def2-TZVPD basis set
Mn -0.08404 0.24945 0.02662
O 2.02692 0.01722 -3.47538
C 1.52618 0.08820 -2.28756
O 0.33988 0.22902 -2.01209
C 2.51655 -0.01298 -1.15510
C 3.88930 -0.10124 -1.23538
C 4.60206 -0.13238 -0.04165
C 3.92352 -0.05389 1.17246
C 2.54940 0.03260 1.14749
N 1.87977 0.03112 0.00349
C 1.57090 0.17946 2.30130
O 1.93065 0.16002 3.54201
O 0.38779 0.31760 2.01160
H 1.33693 0.10638 -4.16069
H 4.38056 -0.13407 -2.19897
H 5.68287 -0.19948 -0.05533
H 4.47476 -0.04834 2.10504
H 2.87918 0.03602 3.70106
C -7.33162 -1.03890 1.48555
C -6.91168 -1.14750 0.02646
C -7.49154 -2.35057 -0.69476
C -6.97755 -3.64680 -0.08606
C -5.46947 -3.63866 0.00051
C -4.76102 -4.81312 0.07031
C -3.36726 -4.80547 0.12815
F -2.73253 -5.97608 0.19526
C -2.64904 -3.65435 0.10362
C -3.34318 -2.43623 0.03236
C -2.62234 -1.19545 0.00197
O -1.32108 -1.22810 0.04004
C -3.35448 -0.01423 -0.06853
C -4.73817 -0.07569 -0.09204
N -5.41511 -1.20380 -0.06393
C -4.74659 -2.42852 -0.00784
C -2.76670 1.34856 -0.10702
O -3.41208 2.34462 -0.20715
O -1.41526 1.42213 -0.01404
H -8.41862 -0.99856 1.55156
H -6.93129 -0.13029 1.93748
H -6.98155 -1.89211 2.06879
H -7.19787 -0.24102 -0.50333
H -7.21899 -2.30412 -1.75192
H -8.57738 -2.29669 -0.63737
H -7.29696 -4.49851 -0.68531
H -7.39933 -3.79742 0.91002
H -5.28106 -5.76362 0.07069
H -1.57001 -3.67209 0.13811
H -5.30751 0.84501 -0.13331
```

Results of the natural (NBO) charge analysis, in e, for atoms 1 through 4: atom 1 (Mn): 1.691, atom 2 (O): -0.586, atom 3 (C): 0.812, atom 4 (O): -0.610

---

The following is a quantum chemistry calculation of a molecular structure, C21H16N5O3S5Tl in a non-equilibrium geometry, from OMol25.

Computed properties:
Multiplicity ... 1
Charge ... -2
DFT total energy ... -3472.93907 Ha
Highest occupied orbital energy ... -0.329 eV
Energy relative to the best compared isomer or geometry (same formula, charge and spin) ... 11.84 kcal per mole

Structure (XYZ):
```
51
C21H16N5O3S5Tl | OMol25 | ωB97M-V with the def2-TZVPD basis set
Tl 1.50550 -0.60337 -0.91520
O -2.30837 -3.03060 -2.02529
C -1.59560 -2.03674 -1.93473
N -1.07301 -1.48097 -0.82929
C -1.64749 -1.44674 0.37059
O -2.85658 -1.49271 0.61972
C -0.71921 -1.06669 1.49330
C -0.86503 -1.64387 2.74987
C -0.06404 -1.19487 3.78355
C 0.79247 -0.13092 3.54984
C 0.85033 0.40452 2.27301
N 0.13442 -0.06963 1.25933
C -1.09675 -1.37377 -3.19920
C -1.23076 -2.03165 -4.42075
C -0.70165 -1.45669 -5.56053
C -0.05555 -0.22858 -5.45176
C -0.00369 0.37487 -4.20955
N -0.50996 -0.17431 -3.11124
H -1.56994 -2.45014 2.88474
H -0.12418 -1.65288 4.76287
H 1.43250 0.25411 4.32902
H 1.50272 1.23468 2.04184
H -1.74267 -2.98239 -4.44099
H -0.78718 -1.95640 -6.51696
H 0.38698 0.25000 -6.31358
H 0.48248 1.33251 -4.06150
O 5.95844 -3.69281 4.31782
C 5.23729 -3.18312 3.48892
S 5.30759 -1.49054 3.02768
C 3.97114 -1.46975 1.84333
C 3.34034 -2.65679 1.64985
S 2.01959 -3.03666 0.62203
S 3.98625 -4.02589 2.59383
S 3.67462 0.04096 1.09832
C -3.09198 1.26702 -0.89383
C -1.88051 1.95170 -0.37305
C -1.87410 2.72335 0.76364
C -0.66840 3.35847 1.12499
N 0.39193 3.33866 0.34838
C 0.37604 2.62133 -0.77361
S 1.61934 2.68593 -1.87014
N -0.74062 1.85603 -1.08820
C -0.55638 4.13822 2.39791
H -3.97988 1.63329 -0.38447
H -3.02447 0.19668 -0.70962
H -3.18131 1.41806 -1.96767
H -2.76000 2.83266 1.36973
H -0.66989 1.16494 -1.85268
H -1.29651 4.93977 2.41840
H 0.44439 4.55415 2.46882
H -0.73868 3.48759 3.25253
```

Results of the natural (NBO) charge analysis, in e, for atoms 1 through 4: atom 1 (Tl): 0.569, atom 2 (O): -0.637, atom 3 (C): 0.632, atom 4 (N): -0.723

---

The following is a quantum chemistry calculation of a molecular structure, C21H16N6O2Pt, from OMol25.

Computed properties:
Multiplicity ... 1
Charge ... 0
DFT total energy ... -1408.20862 Ha
Highest occupied orbital energy ... -7.102 eV
Energy relative to the best compared isomer or geometry (same formula, charge and spin) ... 0.00 kcal per mole

Structure (XYZ):
```
46
C21H16N6O2Pt | OMol25 | ωB97M-V with the def2-TZVPD basis set
Pt -0.05293 0.10656 0.00534
O 2.55766 3.29725 -0.14401
C 2.05260 2.18219 -0.06637
N 0.72938 1.90253 0.00146
C -0.23058 2.96122 0.01474
C 0.05424 4.32856 0.05544
C -0.97815 5.25267 0.07866
C -2.29269 4.83108 0.06114
C -2.59367 3.47905 0.02066
C -1.56531 2.53349 -0.00169
N -1.72947 1.11451 -0.02906
C -2.96804 0.56986 -0.05284
O -4.03160 1.17981 -0.08285
C -3.06916 -0.92831 -0.05174
C -4.33965 -1.48950 0.01982
C -4.45942 -2.86226 -0.00698
C -3.30745 -3.62588 -0.11824
C -2.08708 -2.98073 -0.18007
N -1.95740 -1.65116 -0.13685
C 3.01461 1.02864 -0.02009
C 4.37034 1.31015 -0.15492
C 5.27320 0.27206 -0.06994
C 4.79168 -1.00890 0.15773
C 3.42693 -1.19417 0.26984
N 2.54239 -0.19686 0.17430
H 1.07121 4.66532 0.06911
H -0.73584 6.30732 0.10936
H -3.10393 5.54766 0.07892
H -3.61662 3.16063 0.00687
H -5.18693 -0.82426 0.08728
H -5.43277 -3.33226 0.04853
H -3.34743 -4.70578 -0.15825
H -1.18282 -3.56071 -0.27422
H 4.66429 2.33665 -0.31269
H 6.33537 0.45568 -0.16722
H 5.45930 -1.85432 0.25335
H 3.03494 -2.18044 0.46972
N 1.41326 -4.13507 -0.67257
C 1.38653 -4.19532 0.70118
C 0.94682 -2.97174 1.10861
N 0.71180 -2.17604 0.01493
C 1.00342 -2.89642 -1.03609
H 1.68978 -4.87215 -1.29700
H 1.67345 -5.07737 1.24512
H 0.78494 -2.60903 2.10948
H 0.93422 -2.56781 -2.06021
```

Results of the natural (NBO) charge analysis, in e, for atoms 1 through 4: atom 1 (Pt): 0.884, atom 2 (O): -0.637, atom 3 (C): 0.614, atom 4 (N): -0.563

---

The following is a quantum chemistry calculation of a molecular structure, C21H16NO4PtS7 in a non-equilibrium geometry, from OMol25.

Computed properties:
Multiplicity ... 1
Charge ... -1
DFT total energy ... -4072.27188 Ha
Highest occupied orbital energy ... -4.424 eV
Energy relative to the best compared isomer or geometry (same formula, charge and spin) ... 43.25 kcal per mole

Structure (XYZ):
```
50
C21H16NO4PtS7 | OMol25 | ωB97M-V with the def2-TZVPD basis set
Pt 0.54168 0.40166 0.15940
S 0.86448 5.96423 4.68785
C 0.88581 4.64543 3.70145
S 1.70174 4.61034 2.17571
C 1.29639 2.97621 1.74830
C 0.54162 2.28818 2.65542
S 0.08042 0.63164 2.36019
S 0.08989 3.15809 4.08786
S 1.77154 2.25082 0.22889
N 3.28957 -1.21439 0.44135
C 2.99242 -0.47808 -0.68930
C 3.75244 0.57225 -1.18145
C 3.25181 1.36962 -2.20377
C 2.00712 1.14861 -2.78692
C 1.25947 0.07340 -2.35293
C 1.72798 -0.74142 -1.30782
S 1.38635 2.22515 -4.07741
O 0.20309 1.52579 -4.56143
O 2.48615 2.29999 -5.02517
O 1.10429 3.47419 -3.38684
H 4.12084 -1.12754 0.99914
H 2.97977 -2.17325 0.43800
H 4.70714 0.80128 -0.72593
H 3.83853 2.20646 -2.56216
H 0.31895 -0.14147 -2.84338
H 1.18870 -1.65976 -1.07389
O -1.45014 -0.76868 -0.57657
S -2.37814 0.01528 0.35384
C -4.02483 -0.00940 -0.34811
C -5.08014 0.47229 0.40779
C -6.34906 0.48210 -0.15061
C -6.55362 -0.00301 -1.43580
C -5.48922 -0.50537 -2.17049
C -4.21274 -0.51276 -1.62523
C -2.08992 1.73993 -0.05412
C -1.68257 2.06740 -1.34024
C -1.38441 3.38848 -1.62782
C -1.50983 4.35719 -0.63865
C -1.93926 4.01494 0.63695
C -2.23250 2.69215 0.93987
H -4.91676 0.84042 1.41306
H -7.18222 0.86555 0.42381
H -7.54800 0.00538 -1.86288
H -5.64777 -0.89008 -3.16938
H -3.36238 -0.90004 -2.17187
H -1.54969 1.29345 -2.08524
H -1.02124 3.65442 -2.61196
H -1.24942 5.38381 -0.86040
H -2.01025 4.77069 1.40928
H -2.50720 2.40172 1.94638
```

Results of the natural (NBO) charge analysis, in e, for atoms 1 through 4: atom 1 (Pt): 0.596, atom 2 (S): -0.133, atom 3 (C): -0.565, atom 4 (S): 0.487

---

The following is a quantum chemistry calculation of a molecular structure, C21H17BrN5O6SZn in a non-equilibrium geometry, from OMol25.

Computed properties:
Multiplicity ... 1
Charge ... -1
DFT total energy ... -6287.41151 Ha
Highest occupied orbital energy ... -4.337 eV
Energy relative to the best compared isomer or geometry (same formula, charge and spin) ... 0.00 kcal per mole

Structure (XYZ):
```
52
C21H17BrN5O6SZn | OMol25 | ωB97M-V with the def2-TZVPD basis set
Zn 11.53162 7.59218 7.88155
Br 17.71705 7.20864 12.09046
C 16.28433 7.04320 10.85173
C 16.64540 7.07738 9.51655
C 15.68870 7.15949 8.55270
C 14.28076 7.20704 8.87687
O 13.42436 7.22512 7.93754
C 13.98874 7.22992 10.26726
C 12.61381 7.17096 10.74666
N 11.59818 7.09602 10.00087
C 10.26788 7.01409 10.37974
C 9.84326 6.55468 11.57422
C 8.49251 6.46983 11.89484
C 7.55598 6.97373 11.01411
C 7.92708 7.52440 9.79653
C 7.01259 8.24402 8.90087
C 7.41970 8.55907 7.67885
C 8.76814 8.14176 7.17689
N 9.66270 7.89401 8.18627
C 9.26972 7.43743 9.38699
C 14.98961 7.15239 11.24006
H 17.70560 7.00308 9.30118
H 15.94090 7.03824 7.51062
H 12.44708 7.26018 11.83285
H 10.62523 6.28835 12.32918
H 8.11579 6.06810 12.83899
H 6.49789 7.00050 11.37194
H 6.00949 8.49320 9.23123
H 6.73805 9.06757 6.99225
H 9.19769 8.78833 6.44755
H 14.68998 7.17608 12.28698
C 12.16021 12.96134 8.51331
N 12.16745 11.93140 7.47856
C 12.18669 12.24465 6.16548
C 11.97924 11.31782 5.21683
C 11.71640 9.94566 5.64467
N 11.77094 9.62468 6.92803
C 11.96136 10.62368 7.90104
O 11.97731 10.38012 9.09089
N 11.45931 9.01391 4.73842
H 12.78802 13.86511 8.24326
H 12.55255 12.47634 9.39852
H 11.15758 13.33517 8.74124
H 12.45976 13.27840 5.99188
H 11.87275 11.57986 4.16019
H 11.40396 9.37334 3.81627
H 11.26891 8.02589 5.00890
O 9.44863 5.73756 4.46181
S 9.65291 5.93653 5.86946
O 10.90823 6.74635 6.04585
O 9.59699 4.77600 6.71645
O 8.49163 6.86172 6.32258
```

Results of the natural (NBO) charge analysis, in e, for atoms 1 through 4: atom 1 (Zn): 1.707, atom 2 (Br): -0.014, atom 3 (C): -0.152, atom 4 (C): -0.216